[1]
Below is a 3-piece molecular cluster, C17H38NO12PS2 overall, with properties calculated with the ωB97M-V functional and the def2-TZVPD basis.

The geometry in XYZ format:
```
71
Properties=species:S:1:pos:R:3:forces:R:3
C 4.709 2.872 -3.453 -0.6 0.0 -0.6
N 4.320 1.464 -3.477 -0.6 1.2 0.4
C 3.921 1.029 -4.812 0.9 -0.3 -0.3
C 3.338 1.135 -2.503 0.9 2.9 -1.2
O 3.220 0.025 -2.183 -0.7 -4.0 1.2
C 2.484 2.208 -1.856 0.8 -0.5 0.0
C 1.147 1.688 -1.394 2.4 -1.0 -2.5
O 0.651 2.163 -0.468 -2.6 1.9 3.7
O 0.626 0.665 -2.093 -0.4 0.2 -0.9
C -0.774 0.782 -2.386 -1.4 -0.4 -0.9
C -1.668 0.300 -1.233 0.3 -0.2 0.2
C -0.940 -0.536 -0.189 -0.3 0.0 0.2
O -0.384 -1.741 -0.671 -0.1 -0.5 -0.2
C -1.025 -0.211 -3.552 0.4 -0.2 1.0
O 0.024 -0.192 -4.501 -0.8 0.5 -0.4
O 0.545 -1.487 -4.577 0.9 -0.9 0.1
P -1.142 2.518 -3.023 1.6 1.9 0.2
C -2.655 3.216 -2.240 0.0 -1.0 -0.2
C -1.529 2.469 -4.822 -0.9 -1.1 0.3
H 4.982 3.206 -2.461 0.2 -0.1 0.2
H 3.877 3.506 -3.793 0.1 0.1 -0.1
H 5.530 3.028 -4.145 0.2 0.0 0.1
H 3.299 0.149 -4.754 -0.3 -0.1 0.1
H 4.815 0.737 -5.360 0.1 0.0 -0.2
H 3.438 1.818 -5.394 -0.3 0.1 0.1
H 2.375 3.109 -2.448 -0.4 0.0 -0.2
H 3.007 2.499 -0.950 0.1 0.2 0.2
H -2.426 -0.353 -1.667 -0.3 0.1 0.0
H -2.194 1.085 -0.702 0.1 0.2 0.0
H -0.205 0.039 0.369 0.2 0.2 -0.2
H -1.697 -0.821 0.537 -0.1 -0.2 0.1
H 0.058 -1.619 -1.520 0.2 0.3 0.3
H -1.082 -1.204 -3.116 0.1 -0.3 -0.1
H -1.999 -0.032 -4.001 -0.1 0.2 -0.2
H -0.097 -2.008 -5.084 -0.1 0.3 -0.2
H -2.723 4.274 -2.450 0.1 0.2 -0.4
H -3.542 2.695 -2.590 -0.3 0.1 0.1
H -2.586 3.138 -1.163 0.1 -0.1 0.2
H -0.705 2.079 -5.404 0.4 0.0 0.1
H -2.379 1.813 -5.032 -0.1 0.0 -0.1
H -1.800 3.447 -5.202 0.1 0.3 0.2
C 1.307 -4.051 1.235 0.0 -0.3 0.3
C 2.221 -2.973 1.776 0.0 -0.2 -0.8
O 1.964 -2.688 3.169 0.0 0.1 0.3
S 2.554 -3.688 4.258 -0.3 0.6 0.0
C 2.320 -2.645 5.659 0.0 0.1 0.0
O 3.953 -3.856 4.023 0.1 -0.2 -0.1
O 1.686 -4.818 4.371 0.1 -0.2 0.0
H 1.528 -5.021 1.682 0.0 0.0 0.0
H 1.426 -4.138 0.155 0.0 0.1 0.0
H 0.266 -3.818 1.457 0.0 0.1 -0.1
H 3.271 -3.232 1.633 0.0 0.0 0.2
H 2.043 -2.040 1.244 0.0 0.1 0.2
H 2.934 -1.756 5.540 0.0 0.0 0.0
H 2.631 -3.205 6.539 0.0 -0.1 -0.1
H 1.267 -2.385 5.732 0.0 0.0 0.0
C -5.685 0.942 4.724 0.1 0.0 -0.3
C -4.435 0.759 5.562 -0.5 0.5 0.1
O -3.593 -0.291 5.055 0.2 -0.1 -0.1
S -2.665 0.037 3.800 0.1 -0.7 0.4
C -1.625 -1.381 3.918 0.0 -0.1 0.0
O -1.898 1.208 4.087 -0.1 0.3 -0.2
O -3.447 -0.063 2.606 0.0 0.3 -0.2
H -5.443 1.332 3.735 0.0 0.0 0.0
H -6.366 1.642 5.209 0.0 0.0 0.1
H -6.195 -0.011 4.582 0.0 0.0 0.1
H -3.870 1.689 5.642 0.1 -0.1 -0.1
H -4.709 0.459 6.572 0.2 -0.2 0.0
H -1.079 -1.335 4.856 0.0 0.0 0.0
H -0.934 -1.353 3.077 0.0 0.1 0.0
H -2.241 -2.275 3.868 0.0 0.0 0.0
```
Forces are in eV/Å.

Summary:
* SMILES: CN(C)C(=O)CC(=O)O[C@](CCO)(COO)P(C)C.CCOS(C)(=O)=O.CCOS(C)(=O)=O
* F_max: 4.83 eV/A

[2]
Below is C17H39AlF9N4O3 as an isolated structure, with properties calculated with the ωB97M-V functional and the def2-TZVPD basis.

The geometry in XYZ format:
```
73
Properties=species:S:1:pos:R:3:forces:R:3
N 0.898 3.455 1.397 0.5 0.2 0.4
C 2.061 3.839 0.466 0.6 0.2 1.0
Al 1.528 3.270 -1.430 -0.4 -1.0 1.0
C 2.170 4.509 -2.930 -1.3 0.7 -0.3
F 1.071 5.524 -3.136 2.9 -1.8 0.0
F 2.218 3.708 -4.174 0.7 2.6 2.3
C 3.522 5.373 -2.601 -1.0 2.3 -1.1
F 3.420 6.197 -1.341 0.2 -2.9 -4.1
F 3.642 6.395 -3.707 0.5 -2.5 2.9
C 4.912 4.510 -2.540 1.5 -0.1 2.4
F 5.807 5.234 -1.562 -2.4 -2.3 -3.1
F 4.779 3.131 -2.018 0.2 4.6 -1.9
C 5.753 4.434 -3.945 2.7 -1.1 -1.9
F 6.439 5.723 -4.313 -2.8 -4.5 1.2
F 6.881 3.461 -3.699 -3.6 3.2 -0.9
F 5.001 3.889 -5.100 2.7 2.3 4.2
H 0.896 4.046 2.260 0.2 -1.1 -0.9
H 0.937 2.431 1.625 0.0 1.7 -0.2
H 2.977 3.190 0.802 -1.1 1.5 -0.6
H 2.296 4.977 0.607 -0.3 -2.1 -0.1
H 2.234 1.842 -1.682 0.3 -0.1 -0.1
H -0.049 2.964 -1.538 0.0 0.4 -0.2
C -2.434 -0.659 1.495 -0.2 -0.1 -0.3
C -1.127 -0.794 2.272 -0.2 0.4 0.2
C -1.333 -1.034 3.786 0.3 0.1 0.0
O -1.690 0.139 4.524 -0.2 -0.6 -0.1
C -3.073 0.456 4.486 0.2 0.3 0.1
N -0.297 0.394 2.023 0.0 -0.2 0.5
H -2.924 0.304 1.657 0.1 -0.1 0.0
H -2.246 -0.744 0.418 0.0 0.1 0.2
H -3.137 -1.452 1.772 0.0 0.1 0.0
H -0.602 -1.669 1.870 0.0 0.1 0.1
H -0.376 -1.364 4.207 0.0 0.2 0.0
H -2.048 -1.844 3.972 -0.2 0.1 0.0
H -3.703 -0.438 4.463 0.0 -0.1 -0.1
H -3.286 1.096 3.628 -0.2 -0.1 -0.1
H -3.314 1.026 5.388 0.1 -0.1 0.0
H 0.609 0.259 2.472 -0.1 0.0 -0.2
H -0.713 1.170 2.548 0.1 -0.1 -0.3
C 3.554 1.005 -5.877 0.2 0.3 -0.1
C 3.237 0.199 -4.620 -0.4 -0.1 -0.3
C 3.552 -1.309 -4.760 -0.2 0.1 0.4
O 2.586 -2.044 -5.516 0.6 0.0 -0.2
C 2.768 -1.976 -6.923 -0.4 -0.1 0.3
N 1.831 0.422 -4.250 0.1 -0.6 -0.2
H 2.823 0.849 -6.674 0.0 -0.1 0.1
H 3.554 2.077 -5.650 -0.1 -0.3 0.0
H 4.545 0.748 -6.267 0.0 0.0 0.0
H 3.869 0.593 -3.816 -0.1 -0.1 0.0
H 3.535 -1.749 -3.756 -0.1 0.0 -0.1
H 4.563 -1.474 -5.152 0.0 0.0 -0.2
H 3.825 -1.935 -7.202 0.0 0.1 0.0
H 2.231 -1.117 -7.327 0.2 0.1 -0.2
H 2.330 -2.876 -7.364 0.0 0.0 0.1
H 1.649 -0.046 -3.363 0.0 0.4 0.0
H 1.255 -0.097 -4.919 0.2 0.2 0.1
C -5.932 -6.061 5.124 -0.2 -0.3 0.1
C -4.607 -5.339 5.351 -0.2 0.2 -0.4
C -4.759 -3.809 5.512 0.4 0.0 -0.1
O -4.970 -3.106 4.284 -0.2 -0.2 0.6
C -6.319 -3.095 3.840 0.3 0.2 -0.3
N -3.685 -5.676 4.255 0.0 0.4 0.0
H -6.323 -5.918 4.113 0.1 0.1 0.1
H -5.806 -7.141 5.267 0.0 0.2 -0.1
H -6.691 -5.720 5.836 0.1 0.0 -0.1
H -4.184 -5.727 6.286 0.0 0.1 -0.1
H -3.817 -3.418 5.915 -0.1 0.0 -0.2
H -5.536 -3.556 6.244 -0.1 0.0 -0.1
H -7.028 -3.051 4.672 0.0 -0.1 0.0
H -6.514 -3.968 3.216 -0.2 0.0 0.1
H -6.462 -2.207 3.217 0.1 -0.1 0.1
H -2.774 -5.263 4.457 -0.1 -0.2 0.0
H -4.001 -5.166 3.425 0.1 -0.2 0.2
```
Forces are in eV/Å.

Summary:
* F_max: 5.46 eV/A
* charge: -1

[3]
Below is a 5-piece molecular cluster, C17H39B2F8N4O2 overall, with properties calculated with the ωB97M-V functional and the def2-TZVPD basis.

The geometry in XYZ format:
```
72
Properties=species:S:1:pos:R:3:forces:R:3
C 3.893 1.247 -3.918 -0.7 0.2 0.4
C 3.769 -0.045 -3.099 1.2 0.3 -1.2
N 3.687 0.086 -1.646 -1.3 0.8 -0.3
C 2.635 1.122 -1.310 0.1 -1.0 0.9
C 3.269 -1.237 -1.130 0.0 -1.0 1.2
C 1.970 -1.829 -1.624 0.0 -0.4 0.0
C 5.015 0.385 -1.109 0.7 0.4 0.0
C 5.027 0.978 0.266 0.0 -1.1 1.2
O 4.379 0.084 1.212 0.8 0.0 -1.7
C 3.810 0.771 2.272 -1.3 1.7 0.6
H 3.953 0.899 -4.950 0.0 0.4 0.0
H 4.728 1.928 -3.705 0.1 -0.6 0.0
H 3.000 1.876 -3.766 0.2 -0.4 -0.5
H 4.687 -0.642 -3.263 -0.7 -0.1 -0.2
H 2.870 -0.592 -3.369 0.3 0.1 -0.5
H 2.392 0.937 -0.255 0.1 0.6 -0.2
H 1.755 0.840 -1.869 -0.1 0.3 -0.3
H 2.968 2.137 -1.527 0.0 -0.3 0.1
H 3.251 -1.085 -0.053 0.0 -0.3 0.0
H 4.118 -1.898 -1.354 -0.3 0.0 0.0
H 2.062 -2.183 -2.648 -0.3 0.1 -0.1
H 1.094 -1.194 -1.480 0.1 -0.1 -0.1
H 1.791 -2.735 -1.035 0.0 0.2 0.0
H 5.442 1.095 -1.807 0.4 0.3 0.1
H 5.596 -0.531 -1.176 0.0 -0.1 0.1
H 4.535 1.954 0.228 0.1 0.0 0.4
H 6.079 1.051 0.577 -0.2 0.5 -0.1
H 3.116 0.166 2.860 0.4 -0.2 -0.2
H 3.182 1.595 1.869 0.1 -0.3 0.3
H 4.545 1.239 2.920 0.3 -0.1 0.2
C -7.080 1.459 -2.261 0.2 0.1 0.3
C -5.604 1.212 -2.518 0.7 -0.4 0.3
N -4.742 1.378 -1.280 -0.2 0.3 0.1
C -3.888 0.430 -0.698 -1.0 0.9 -0.3
C -3.354 1.027 0.394 0.8 0.2 -0.1
N -3.813 2.331 0.440 0.1 -0.6 0.4
C -4.683 2.499 -0.531 -0.6 -0.5 -1.4
C -3.433 3.343 1.418 0.5 0.6 0.3
H -7.202 2.473 -1.853 -0.3 -0.3 -0.3
H -7.476 0.745 -1.541 0.0 0.0 0.1
H -7.640 1.324 -3.193 0.1 0.3 0.2
H -5.231 1.853 -3.326 0.1 0.1 0.4
H -5.421 0.192 -2.853 0.0 0.0 0.1
H -3.799 -0.551 -1.120 0.3 -0.3 0.0
H -2.592 0.715 1.091 -0.1 -0.1 -0.1
H -5.309 3.358 -0.736 0.4 0.0 0.2
H -2.512 3.873 1.141 -0.2 -0.4 -0.3
H -3.190 2.893 2.395 -0.6 0.1 -0.5
H -4.240 4.077 1.408 0.1 -0.1 0.6
C 1.214 -2.674 2.074 -0.1 -0.2 0.3
C 0.174 -2.768 3.182 1.3 0.3 0.3
O 0.329 -2.824 4.355 0.2 -0.3 -0.1
N -1.185 -2.566 2.659 -0.1 0.8 -0.8
H -0.968 -1.753 2.039 -1.0 0.0 0.0
H -1.445 -3.315 2.011 -0.1 0.0 -0.1
C -2.232 -2.292 3.677 0.3 -0.3 0.2
H 1.980 -1.968 2.408 -0.1 -0.1 0.0
H 0.748 -2.287 1.157 0.3 -0.4 0.2
H 1.694 -3.653 1.932 -0.2 0.2 -0.1
H -1.889 -1.440 4.265 -0.3 -0.1 -0.2
H -2.263 -3.170 4.325 -0.3 0.1 -0.1
H -3.171 -2.129 3.145 0.2 0.0 0.2
B -1.912 -2.677 -0.706 -0.4 -0.4 -0.4
F -3.104 -3.006 0.050 1.1 0.1 -0.5
F -1.023 -3.789 -0.820 -0.8 0.8 0.3
F -2.254 -2.148 -1.972 0.0 -0.4 0.6
F -1.245 -1.648 0.003 0.2 0.1 0.3
B -0.204 1.031 2.740 1.4 0.0 1.0
F -0.943 0.371 3.763 -0.3 0.3 -0.9
F 0.140 0.093 1.725 -0.6 -0.3 -0.1
F -0.868 2.131 2.182 -0.3 -0.4 0.1
F 1.016 1.428 3.321 -0.3 0.2 -0.2
```
Forces are in eV/Å.

Summary:
* F_max: 2.19 eV/A
* charge: +1

Going through the records in order, we get HOMO values of -8.1; -4.4; -12.7 eV.